Formula: C65H161N7O19
Source: the Open Molecules 2025 dataset
Level of theory: ωB97M-V/def2-TZVPD

XYZ file:
```
252
Properties=species:S:1:pos:R:3:lowdin_charge:R:1
C -3.14 5.56 -5.74 -0.02
C -2.42 -2.86 -5.18 -0.13
H -3.22 -1.27 -3.87 0.10
O 3.50 -4.14 4.13 -0.06
H 4.25 -1.39 5.41 0.07
H 1.45 -1.77 -4.13 0.07
C 2.88 -0.26 -0.67 -0.02
H -2.20 0.52 3.97 0.10
H 5.01 6.93 2.20 0.09
C -6.41 -4.62 2.11 -0.01
H -2.52 4.15 4.79 0.08
H -0.78 -7.11 1.00 0.09
H -0.99 2.60 3.64 0.09
H -5.25 -5.52 -2.14 0.12
C -2.90 1.22 4.44 -0.14
H -4.51 -2.73 1.61 0.07
H 4.47 5.31 2.52 0.07
C 3.68 0.71 6.17 -0.47
H -0.36 -4.84 -6.13 0.07
C -7.77 -4.54 -0.01 -0.12
C -3.90 -4.81 -0.12 -0.03
H -1.93 -3.44 -4.39 0.11
O 1.67 -5.13 -3.23 -0.03
H -6.21 -5.62 1.74 0.07
H 5.15 7.69 -2.58 0.12
H 5.77 -0.32 4.30 0.07
C -0.40 0.23 -6.34 -0.03
H 1.99 -6.47 0.80 0.08
O 3.70 -3.03 1.06 -0.07
C 5.88 3.11 3.99 -0.03
C -6.86 -3.71 0.94 -0.49
C -4.14 0.46 4.95 -0.16
H -6.53 -6.39 -0.34 0.10
O 0.55 -2.31 -7.34 0.00
H -0.67 -1.77 -3.50 0.11
H 0.30 -1.63 -7.98 0.10
H -7.63 -6.02 -1.58 0.11
H 1.07 1.60 -0.48 0.07
H -1.09 4.94 -7.10 0.08
H 2.06 4.07 -1.38 0.07
H 2.68 2.56 4.56 0.10
C 0.38 -1.78 2.55 -0.09
H -3.55 -2.27 -1.18 0.07
O -3.44 -4.46 4.59 -0.10
H -8.41 -5.14 0.63 0.12
N -5.71 -3.16 0.21 -0.10
H 2.80 -0.47 2.02 0.12
H -0.07 2.85 -2.50 0.07
N -1.39 4.19 -4.40 -0.10
O 1.43 -4.31 5.84 -0.08
C -6.04 0.98 1.62 -0.05
N 1.11 -1.77 0.15 -0.13
C 1.29 -1.03 -4.91 -0.03
H -3.91 -0.56 5.29 0.11
H -1.61 1.99 2.07 0.07
H 3.72 -3.17 -2.02 0.03
C 6.52 5.33 0.75 -0.01
C 0.07 -2.23 1.09 -0.43
H 5.79 1.96 0.62 0.02
H -5.53 -4.21 2.60 0.07
H 1.07 -5.86 -3.10 0.06
H -8.38 -3.93 -0.67 0.12
O 0.00 -6.97 0.46 -0.14
H 6.40 4.29 1.09 0.06
H 7.50 1.32 5.58 0.12
C -5.00 0.20 3.71 -0.14
H 4.82 -2.03 -4.32 0.05
H -1.15 -0.04 -3.80 0.10
H 4.90 5.40 -3.35 0.12
C -6.95 -5.54 -0.87 -0.17
H 5.30 -2.20 1.10 -0.01
H -1.58 -0.81 0.72 0.07
H -4.82 -2.40 -2.35 0.09
C -7.74 -2.57 1.47 -0.03
H -7.19 -1.73 1.88 0.05
H 1.15 -2.33 3.08 0.11
H -0.35 0.57 0.02 0.06
C -3.31 3.08 -5.45 -0.15
N 4.26 4.68 -0.15 -0.08
H 4.37 -0.06 8.03 0.12
H 3.49 -3.34 0.16 0.00
H -0.12 4.50 -2.01 0.07
H -3.08 -4.82 5.40 0.08
C 4.40 6.12 1.80 -0.04
H 0.42 0.68 -6.91 0.08
H 6.26 -0.43 6.61 0.11
C -6.37 2.33 3.73 -0.02
H 1.24 -3.97 1.67 0.06
O 4.47 -2.00 -3.43 -0.06
H 2.68 3.73 -3.01 0.09
C -5.40 1.45 2.89 -0.50
O -1.46 -5.94 -1.86 -0.06
C -1.10 -1.06 -4.20 -0.12
C -1.77 2.69 2.89 -0.05
C -3.10 2.44 3.52 -0.50
C -2.34 -2.43 -7.64 -0.05
C 1.63 -0.41 0.17 -0.48
H -5.93 -0.24 4.07 0.13
H -4.59 0.93 5.82 0.10
C 6.08 0.60 6.91 -0.20
H -1.97 -5.13 -6.60 0.08
O 3.23 1.90 4.12 -0.02
C 0.63 0.60 -0.46 -0.02
H -6.88 0.30 1.75 0.07
C -2.32 4.24 -5.56 -0.50
H 2.69 -4.32 -2.08 0.02
H -2.44 6.39 -5.62 0.08
C 0.72 -0.26 2.54 -0.16
H -8.50 -2.86 2.20 0.08
C -1.15 -4.42 -6.76 -0.02
O -0.36 5.16 -4.51 -0.01
C -5.89 -4.76 -1.67 -0.13
C -4.20 -2.99 -1.67 -0.04
H -7.40 1.96 3.67 0.08
H -4.72 3.71 -3.91 0.10
H -1.49 -4.99 -1.99 0.03
H 2.52 2.31 7.11 0.09
H 3.34 0.70 -0.44 0.08
H -6.30 -4.11 -2.44 0.12
C 0.33 -3.79 1.09 -0.01
C 4.66 0.77 7.38 -0.15
C -2.48 -1.45 -4.65 -0.18
C 2.92 3.74 -1.95 -0.04
C 5.26 6.84 -1.91 -0.18
H -3.33 -2.88 -7.57 0.09
H 3.44 6.14 -2.78 0.12
H 3.93 -4.81 4.67 0.06
H 5.24 0.65 2.93 0.07
H -3.94 5.65 -5.01 0.07
C -0.75 3.62 -2.12 -0.05
H -3.92 3.31 5.36 0.08
H -4.28 -5.54 0.60 0.08
H 1.93 -5.18 -4.15 0.07
H 2.73 -0.72 4.83 0.07
H -0.54 -1.87 3.13 0.09
H 3.65 -1.01 -0.45 0.06
C 5.06 5.74 0.48 -0.52
C 3.42 -0.73 5.69 -0.02
H 3.41 6.56 1.71 0.09
H 1.64 1.23 5.92 0.07
C -3.42 3.62 4.44 -0.04
H -4.49 1.95 -4.13 0.11
H -3.49 5.60 -6.76 0.08
C -1.37 -1.89 0.68 -0.01
H 5.80 7.73 -0.17 0.12
H 1.65 -2.94 -1.23 0.05
H 2.06 0.84 7.68 0.09
H -2.18 3.64 -7.64 0.09
C 4.24 4.43 -1.59 -0.49
H 2.89 -1.33 6.44 0.08
H -1.51 -4.67 3.94 0.08
H -1.52 -2.20 -0.35 0.07
H 2.06 -3.88 6.42 0.02
H -2.16 -2.38 1.25 0.05
O -4.91 -2.23 0.89 -0.02
H 0.87 -6.64 2.28 0.08
O 5.97 -1.56 1.39 -0.08
H -4.45 -0.41 2.99 0.11
H 5.45 3.91 4.58 0.09
H 1.78 -4.15 4.95 -0.02
O 6.46 -0.79 -1.83 -0.04
C -3.99 2.92 -4.09 -0.17
H 3.21 3.63 0.89 0.11
H -7.28 -4.64 2.77 0.08
C 2.37 1.30 6.73 -0.05
H 6.96 3.30 3.93 0.09
C 5.91 0.64 3.79 -0.04
H -2.78 2.15 -5.67 0.10
H -2.43 -3.72 2.83 0.04
H -0.94 -6.06 -1.06 0.00
H 6.27 4.04 -1.97 0.08
O 6.21 1.15 0.30 -0.06
H -4.08 4.37 3.99 0.08
H -2.81 -0.77 -5.44 0.11
H -1.88 -3.02 4.28 0.07
H -2.00 -2.72 -8.63 0.08
H -3.40 2.73 -2.06 0.12
O -4.51 3.29 1.70 -0.02
C 1.16 -6.99 1.29 -0.13
H 0.37 0.44 -1.51 0.08
H 5.16 -1.54 -2.91 0.00
C -1.91 3.98 -3.05 -0.50
C -2.58 5.24 -2.49 -0.03
H -4.02 3.05 0.90 0.10
C 6.54 1.70 5.92 -0.12
H -3.38 -3.36 -5.33 0.12
H -0.12 0.37 2.25 0.08
H -3.65 5.27 -2.69 0.07
H -5.30 0.40 1.06 0.08
H 2.71 -0.46 -1.73 0.08
C 1.90 0.02 1.63 -0.12
H 0.89 0.08 3.56 0.09
H -0.47 -4.31 1.62 0.07
H -3.14 -4.19 0.36 0.06
C 5.02 6.99 -0.39 -0.13
H 1.51 -0.05 -4.46 0.08
H 5.68 -0.72 1.00 -0.02
H -6.30 2.35 4.83 0.07
H 6.01 -1.29 -1.13 0.03
H 2.06 -1.15 -5.66 0.08
H -3.66 -3.58 -2.42 0.08
H 6.79 0.59 7.75 0.11
H 7.04 5.74 1.61 0.09
C -1.56 -2.94 -6.45 -0.51
C -2.90 2.80 -3.03 -0.13
H 5.45 2.73 -1.23 0.05
H 7.05 1.45 -0.07 0.07
H -1.68 3.74 2.57 0.09
H 6.92 0.64 3.38 0.10
C -0.16 -1.01 -5.42 -0.46
H -8.41 -2.17 0.70 0.08
H 7.01 5.24 -0.22 0.07
H -0.75 3.21 -6.66 0.07
C -2.33 -3.94 3.90 -0.17
H 4.56 1.64 8.03 0.12
H 0.56 -4.19 0.11 0.07
H -0.87 -4.52 -7.81 0.07
H 4.13 -3.95 3.43 0.05
H -2.43 1.82 -3.15 0.11
H 5.55 3.04 2.96 0.05
C 5.60 1.76 4.74 -0.51
H 6.31 6.56 -2.05 0.10
N -0.33 -2.21 -6.26 -0.15
C 4.39 5.72 -2.44 -0.14
H 5.26 2.92 -2.97 0.10
N 4.17 1.69 5.14 -0.10
H -2.04 6.15 -2.77 0.09
C -4.95 -3.96 -0.78 -0.51
H 0.37 4.57 -4.73 0.10
O 3.24 -3.80 -1.46 -0.06
H -4.08 3.18 -6.22 0.12
H 6.62 2.63 6.48 0.12
H 2.86 -2.69 1.39 0.02
C -1.52 3.97 -6.84 -0.03
H 2.20 1.07 1.54 0.11
H -1.27 0.22 -7.00 0.07
H -6.44 1.82 1.06 0.09
O 0.94 -2.27 -1.12 -0.02
H -3.43 -5.50 -0.83 0.07
H -6.39 3.38 3.44 0.08
H 1.58 -8.00 1.34 0.08
O 4.13 3.49 0.64 -0.02
H -1.08 3.21 -1.16 0.08
H 4.05 7.47 -0.23 0.12
H -2.61 -1.37 -7.68 0.07
H 6.51 0.10 -1.47 0.02
H 3.00 2.67 -1.73 0.06
N -4.15 2.16 2.49 -0.08
H -0.76 1.03 -5.68 0.06
H -2.32 1.52 5.32 0.12
H -2.47 5.33 -1.40 0.08
C 5.34 3.46 -2.03 -0.03
```

Output
- calculated total energy (eV) = -119340.1492
- charge = 0